Entry 1:
{
  "formula": "C29H32AsFeNO7P2",
  "method": "ωB97M-V/def2-TZVPD",
  "e_lumo_ev": [0.51, 0.51],
  "homo_energy_ev": [-7.06, -7.05],
  "multiplicity": 1,
  "e_tot_ev": -160222.7415,
  "de_lowest_ev": 1.4227,
  "symbols": ["Fe", "C", "C", "O", "P", "O", "O", "O", "P", "O", "O", "O", "H", "H", "H", "H", "H", "H", "H", "C", "N", "C", "C", "C", "C", "C", "C", "C", "C", "H", "H", "H", "H", "H", "H", "H", "H", "H", "H", "H", "H", "C", "C", "C", "C", "C", "C", "As", "C", "C", "C", "C", "C", "C", "C", "C", "C", "C", "C", "C", "H", "H", "H", "H", "H", "H", "H", "H", "H", "H", "H", "H", "H"],
  "positions_angstrom": [[-1.1274, -0.2303, 0.4123], [-5.0475, 0.6976, 0.9963], [-4.2951, 0.9778, -0.3117], [-5.1180, 1.7338, -1.1973], [-3.8690, -0.5769, -1.1376], [-5.1878, -1.4336, -1.3142], [-3.4754, -0.2549, -2.6291], [-2.8322, -1.2922, -0.3338], [-2.7519, 1.9072, 0.0831], [-1.6974, 1.3327, -1.0728], [-3.0675, 3.3348, -0.0931], [-2.1296, 1.2728, 1.3018], [-6.0211, 0.2682, 0.7612], [-5.2011, 1.6350, 1.5322], [-4.5023, 0.0198, 1.6500], [-4.8401, 2.6611, -1.1040], [-5.8873, -0.9648, -1.7983], [-2.6715, 0.2947, -2.6569], [-1.0702, 2.0089, -1.3798], [-2.1562, -2.1162, 2.3035], [-0.8631, -1.5071, 1.9263], [-0.3487, -0.8141, 3.1225], [0.0758, -2.5568, 1.4695], [-0.1517, -2.7556, -0.0057], [-0.7935, -3.8994, -0.4718], [-1.1993, -3.9733, -1.7951], [-0.9929, -2.8851, -2.6336], [-0.3432, -1.7577, -2.1505], [0.1506, -1.6763, -0.8427], [-2.0083, -2.7592, 3.1782], [-2.5565, -2.6958, 1.4805], [-2.8598, -1.3248, 2.5571], [-0.3004, -1.5031, 3.9739], [-1.0146, 0.0120, 3.3685], [0.6469, -0.4271, 2.9234], [-0.0648, -3.4733, 2.0526], [1.0795, -2.1905, 1.6653], [-1.0087, -4.7143, 0.2122], [-1.7104, -4.8565, -2.1584], [-1.3515, -2.9126, -3.6560], [-0.2187, -0.9152, -2.8277], [4.7543, -1.5959, 2.2645], [4.3145, -2.1547, 1.0711], [3.2275, -1.6063, 0.4052], [2.5730, -0.4957, 0.9295], [3.0252, 0.0736, 2.1136], [4.1100, -0.4829, 2.7828], [1.0795, 0.2797, -0.0409], [1.3960, 2.2079, 0.4091], [0.8818, 2.8907, 1.5021], [1.0944, 4.2591, 1.6246], [1.7939, 4.9466, 0.6359], [2.2667, 4.2785, -0.4861], [2.0509, 2.9081, -0.5951], [2.4383, 2.0576, -1.7549], [3.2111, 2.5016, -2.8241], [3.5761, 1.6245, -3.8335], [3.1866, 0.2926, -3.7741], [2.4060, -0.1555, -2.7160], [2.0048, 0.7292, -1.7256], [5.6040, -2.0229, 2.7820], [4.8216, -3.0168, 0.6565], [2.8850, -2.0506, -0.5212], [2.5472, 0.9577, 2.5154], [4.4551, -0.0354, 3.7065], [0.2903, 2.3697, 2.2490], [0.6985, 4.7985, 2.4761], [1.9504, 6.0140, 0.7310], [2.7771, 4.8359, -1.2624], [3.5497, 3.5294, -2.8562], [4.1848, 1.9755, -4.6572], [3.4925, -0.4023, -4.5461], [2.1352, -1.2010, -2.6618]],
  "mulliken_charge": [1.33, -1.53, 1.05, -0.63, 0.50, -0.64, -0.66, -0.66, 1.04, -0.59, -0.92, -0.73, 0.37, 0.43, 0.14, 0.43, 0.38, 0.42, 0.24, -1.14, 0.73, -1.07, -1.18, 0.66, -0.54, -0.72, -1.17, -0.73, 0.07, 0.41, 0.31, 0.15, 0.37, 0.15, 0.42, 0.53, 0.15, 0.44, 0.40, 0.42, 0.71, -0.60, -0.90, 0.29, 0.17, -0.06, -1.05, 2.79, -0.02, -0.46, -0.93, -0.85, -0.67, 0.19, 0.47, -0.86, -0.79, -0.99, -0.13, 0.03, 0.39, 0.42, 0.24, 0.40, 0.43, 0.40, 0.43, 0.40, 0.39, 0.39, 0.40, 0.44, 0.33]
}

---

Entry 2:
{
  "formula": "C5H17N2",
  "method": "ωB97M-V/def2-TZVPD",
  "e_lumo_ev": -2.97,
  "homo_energy_ev": -13.72,
  "multiplicity": 1,
  "total_charge": 1,
  "e_tot_ev": -8434.5148,
  "de_lowest_ev": 0.8600,
  "symbols": ["C", "C", "C", "N", "H", "H", "H", "H", "H", "H", "H", "H", "H", "H", "C", "N", "C", "H", "H", "H", "H", "H", "H", "H"],
  "positions_angstrom": [[1.0515, 0.1704, -0.0440], [2.4766, 0.1459, -0.5319], [3.4932, -0.4458, 0.4530], [0.1022, 0.6394, -1.1075], [0.6501, -0.7548, 0.3904], [0.9032, 0.9672, 0.6725], [2.7110, 1.2021, -0.7718], [2.5031, -0.3829, -1.5085], [3.8633, 0.3261, 1.1167], [3.0506, -1.2616, 1.0503], [4.3636, -0.7524, -0.1637], [0.3906, 1.5678, -1.4401], [0.1495, 0.0273, -1.9252], [-0.7964, 0.5953, -0.5971], [-2.7951, -0.7767, -0.6219], [-2.2612, 0.3844, 0.1169], [-2.0467, 0.1587, 1.5516], [-2.0411, -1.5685, -0.6279], [-3.7015, -1.1851, -0.1401], [-3.0856, -0.4330, -1.6343], [-2.9586, 1.1184, -0.0122], [-1.5318, -0.7975, 1.7049], [-3.0209, 0.0849, 2.0580], [-1.4696, 0.9705, 2.0118]],
  "nbo_charge": [-0.21, -0.42, -0.61, -0.71, 0.22, 0.21, 0.21, 0.21, 0.23, 0.22, 0.24, 0.43, 0.42, 0.46, -0.43, -0.66, -0.43, 0.19, 0.21, 0.22, 0.39, 0.20, 0.21, 0.21]
}

---

Entry 3:
{
  "formula": "C2H3O",
  "method": "ωB97M-V/def2-TZVPD",
  "e_lumo_ev": [-16.83, -18.13],
  "homo_energy_ev": [-24.57, -24.99],
  "multiplicity": 2,
  "total_charge": 2,
  "e_tot_ev": -4136.6320,
  "de_lowest_ev": 5.0002,
  "symbols": ["C", "C", "H", "H", "O", "H"],
  "positions_angstrom": [[0.4434, -0.2910, 0.2116], [0.0766, -1.5035, 0.3001], [1.2646, 0.4155, 0.3700], [-0.2959, -2.5238, 0.4059], [-1.0248, 1.5251, -0.6734], [-0.4639, 2.3776, -0.6142]],
  "nbo_charge": [0.05, 0.39, 0.34, 0.35, 0.35, 0.52]
}

---

Entry 4:
{
  "formula": "C30H35FN5O7Se4SiW",
  "method": "ωB97M-V/def2-TZVPD",
  "e_lumo_ev": [-3.33, -3.33],
  "homo_energy_ev": [-8.23, -8.39],
  "multiplicity": 3,
  "total_charge": 1,
  "e_tot_ev": -327258.4206,
  "symbols": ["W", "F", "C", "C", "C", "C", "O", "C", "C", "N", "C", "C", "C", "C", "C", "C", "N", "C", "C", "N", "C", "C", "C", "O", "O", "H", "H", "H", "H", "H", "H", "H", "H", "H", "H", "H", "H", "H", "H", "H", "H", "H", "H", "Se", "Se", "C", "C", "C", "C", "C", "N", "C", "C", "C", "C", "C", "N", "H", "H", "H", "H", "H", "H", "H", "H", "C", "Si", "C", "C", "Se", "H", "H", "H", "H", "H", "H", "H", "H", "H", "O", "Se", "O", "O", "O"],
  "positions_angstrom": [[-1.3250, 1.3116, -1.6569], [4.0576, -2.5354, -0.1427], [2.8281, -2.5776, 0.4396], [1.8962, -1.6681, 0.0530], [0.6471, -1.6632, 0.6729], [-0.3507, -0.7054, 0.2902], [-0.1030, 0.0998, -0.6435], [-1.5868, -0.7340, 0.9690], [-1.8214, -1.7009, 1.8945], [-0.8947, -2.6079, 2.2642], [-1.2001, -3.5507, 3.3266], [-1.9372, -3.0601, 4.5309], [-0.4817, -3.3983, 4.6353], [0.3548, -2.6107, 1.6653], [1.3268, -3.5606, 2.0108], [2.5738, -3.5525, 1.4219], [3.5163, -4.5310, 1.8174], [3.9211, -4.5968, 3.2062], [5.2527, -3.8871, 3.4341], [6.2829, -4.5239, 2.5387], [5.8859, -4.3945, 1.0898], [4.5216, -5.0506, 0.9088], [-2.5254, 0.4208, 0.7516], [-3.6903, 0.3925, 1.0359], [-1.8313, 1.4668, 0.3225], [2.1156, -0.9531, -0.7371], [-2.7846, -1.7618, 2.3833], [-1.4182, -4.5479, 2.9666], [-2.6522, -3.7329, 4.9812], [-2.2142, -2.0163, 4.5787], [-0.1929, -4.2892, 5.1763], [0.2156, -2.5740, 4.7115], [1.1000, -4.3405, 2.7234], [4.0197, -5.6454, 3.5137], [3.1691, -4.1314, 3.8379], [5.5850, -3.9685, 4.4674], [5.1814, -2.8371, 3.1540], [6.3485, -5.5176, 2.7745], [7.2024, -4.1107, 2.6962], [6.6453, -4.8727, 0.4737], [5.8445, -3.3353, 0.8569], [4.6246, -6.1279, 1.0925], [4.2035, -4.9223, -0.1209], [1.9569, 1.2333, -2.4782], [-0.2247, 2.7368, -3.7085], [-1.7143, 2.0577, -4.7004], [-1.7898, 2.0672, -6.0828], [-2.9414, 1.5612, -6.6679], [-3.9655, 1.0975, -5.8600], [-3.7931, 1.1265, -4.4854], [-2.6840, 1.5839, -3.9208], [1.6230, 2.3275, -0.9757], [2.6658, 2.7350, -0.1354], [2.3864, 3.5027, 0.9733], [1.0716, 3.8802, 1.2200], [0.0944, 3.4679, 0.3442], [0.3410, 2.6999, -0.7221], [-0.9658, 2.4550, -6.6650], [-3.0369, 1.5251, -7.7456], [-4.8758, 0.6958, -6.2814], [-4.5595, 0.7781, -3.8031], [3.6731, 2.4326, -0.3840], [3.1846, 3.8278, 1.6294], [0.8031, 4.4913, 2.0702], [-0.9422, 3.7508, 0.4758], [-1.9260, 6.5085, -1.2815], [-3.4140, 5.4098, -1.1515], [-4.6322, 5.7300, -2.4987], [-4.1160, 5.3062, 0.5543], [-2.5856, 3.3215, -1.5860], [-2.1692, 7.5628, -1.1185], [-1.4945, 6.3993, -2.2778], [-1.1697, 6.2095, -0.5535], [-5.1174, 6.7010, -2.3661], [-5.3980, 4.9538, -2.5229], [-4.1088, 5.7260, -3.4558], [-4.7555, 6.1614, 0.7913], [-3.3027, 5.2689, 1.2813], [-4.6986, 4.3898, 0.6521], [-2.8256, -1.5685, -3.8791], [-1.9674, -1.0842, -2.6233], [-0.7807, 0.0419, -3.0672], [-2.7863, 0.0804, -1.6723], [-1.3692, -2.2499, -1.6877]],
  "nbo_charge": [1.50, -0.35, 0.39, -0.22, -0.07, 0.56, -0.67, -0.30, 0.17, -0.33, -0.07, -0.41, -0.43, 0.20, -0.26, 0.10, -0.44, -0.23, -0.24, -0.50, -0.24, -0.24, 0.81, -0.56, -0.76, 0.28, 0.25, 0.23, 0.24, 0.24, 0.23, 0.23, 0.24, 0.20, 0.25, 0.24, 0.23, 0.43, 0.44, 0.24, 0.25, 0.20, 0.27, 0.00, 0.32, 0.05, -0.26, -0.14, -0.25, 0.09, -0.48, 0.07, -0.29, -0.14, -0.28, 0.09, -0.54, 0.23, 0.23, 0.23, 0.22, 0.23, 0.22, 0.23, 0.24, -1.15, 1.63, -1.15, -1.15, -0.45, 0.24, 0.25, 0.24, 0.24, 0.25, 0.25, 0.24, 0.24, 0.26, -0.96, 2.73, -0.96, -0.95, -1.01]
}

---

Entry 5:
{
  "formula": "C28H18Cl5LaNOPSTe",
  "method": "ωB97M-V/def2-TZVPD",
  "e_lumo_ev": -0.15,
  "homo_energy_ev": -7.73,
  "multiplicity": 1,
  "e_tot_ev": -123756.6786,
  "de_lowest_ev": 0.0000,
  "symbols": ["La", "Cl", "C", "C", "Cl", "C", "Cl", "C", "O", "C", "Cl", "C", "Cl", "Te", "C", "C", "C", "C", "S", "H", "H", "H", "N", "P", "C", "C", "C", "C", "C", "C", "C", "C", "C", "C", "C", "C", "C", "C", "C", "C", "C", "C", "H", "H", "H", "H", "H", "H", "H", "H", "H", "H", "H", "H", "H", "H", "H"],
  "positions_angstrom": [[-1.8261, 2.0675, 0.2812], [-4.4773, 1.5088, -6.7931], [-4.3004, 1.6555, -5.0480], [-3.3341, 2.4936, -4.4908], [-2.3400, 3.5218, -5.4909], [-3.0626, 2.4306, -3.1289], [-1.6892, 3.3123, -2.5239], [-3.8778, 1.6953, -2.1953], [-3.7659, 1.7827, -0.9115], [-4.8005, 0.7753, -2.8105], [-5.6221, -0.3377, -1.7936], [-4.9923, 0.7459, -4.2097], [-6.1688, -0.3602, -4.8465], [-0.5129, 4.3966, 2.0026], [-1.2038, 2.6785, 2.9793], [-2.5073, 2.4528, 3.2673], [-2.7481, 1.1884, 3.8900], [-1.6339, 0.4443, 4.0329], [-0.2829, 1.2836, 3.3670], [-3.2589, 3.2130, 3.1490], [-3.6874, 0.8939, 4.3512], [-1.4143, -0.5619, 4.3765], [-0.2359, 0.5455, -0.0663], [1.0541, -0.2814, 0.2359], [1.6963, -1.3028, -1.1498], [3.0025, -1.7915, -1.2382], [3.3831, -2.6377, -2.2545], [2.5194, -2.8858, -3.3217], [1.2230, -2.3095, -3.3060], [0.8172, -1.5852, -2.1750], [0.6623, -1.6137, 1.4684], [1.5982, -2.5416, 1.9360], [1.1708, -3.5525, 2.8081], [-0.1868, -3.7225, 3.0965], [-1.0962, -2.8914, 2.5221], [-0.6941, -1.8155, 1.7361], [2.4580, 0.7033, 0.8221], [3.0267, 0.6323, 2.0858], [4.1294, 1.4262, 2.3484], [4.6510, 2.3064, 1.4125], [4.0362, 2.3686, 0.1555], [2.9351, 1.6042, -0.1288], [3.7205, -1.4830, -0.4618], [4.4078, -2.9882, -2.2527], [2.8534, -3.4594, -4.1566], [0.5260, -2.5306, -4.0743], [-0.1736, -1.1162, -2.1591], [2.6047, -2.4485, 1.6088], [1.9270, -4.2270, 3.2060], [-0.5626, -4.5041, 3.7373], [-2.1558, -2.9328, 2.6918], [-1.4350, -1.1527, 1.2744], [2.6052, -0.0234, 2.8259], [4.6315, 1.3119, 3.2808], [5.5352, 2.8922, 1.7004], [4.4017, 3.0675, -0.5822], [2.4705, 1.6579, -1.0803]],
  "mulliken_charge": [1.44, -0.19, 0.37, -0.14, -0.18, 0.51, -0.25, 0.25, -0.93, 0.29, -0.18, 0.03, -0.17, -0.18, -0.49, -0.38, -0.74, -0.33, 0.14, 0.53, 0.43, 0.53, -0.73, 0.80, 0.39, -0.18, -0.67, -0.45, -0.75, -0.51, 0.20, -0.18, -0.63, -0.57, -0.59, -0.37, 0.58, -0.13, -0.71, -0.46, -0.71, -0.74, 0.30, 0.38, 0.41, 0.44, 0.34, 0.45, 0.40, 0.40, 0.43, 0.33, 0.42, 0.44, 0.37, 0.40, 0.54]
}

---

Entry 6:
{
  "formula": "CH4OS",
  "method": "ωB97M-V/def2-TZVPD",
  "smiles": "C=O.S",
  "e_lumo_ev": 0.70,
  "homo_energy_ev": -9.97,
  "multiplicity": 1,
  "e_tot_ev": -13983.4747,
  "de_lowest_ev": 0.3137,
  "symbols": ["C", "O", "H", "H", "S", "H", "H"],
  "positions_angstrom": [[0.2600, -0.7619, -1.6538], [-0.2217, -1.7662, -2.0933], [-0.2426, -0.1760, -0.8597], [1.2016, -0.3365, -2.0504], [-0.3288, 0.4635, 2.4963], [-1.1739, 1.0693, 1.6794], [0.5053, 1.5077, 2.4814]],
  "nbo_charge": [0.28, -0.49, 0.11, 0.10, -0.28, 0.14, 0.14]
}

---

Entry 7:
{
  "formula": "C3H10N3O2",
  "method": "ωB97M-V/def2-TZVPD",
  "e_lumo_ev": 4.29,
  "homo_energy_ev": -4.39,
  "multiplicity": 1,
  "total_charge": -1,
  "e_tot_ev": -11840.4081,
  "de_lowest_ev": 0.4515,
  "symbols": ["N", "C", "O", "O", "H", "H", "C", "C", "N", "N", "H", "H", "H", "H", "H", "H", "H", "H"],
  "positions_angstrom": [[1.9310, 2.4178, 1.1712], [0.9831, 1.4776, 0.6343], [1.0550, 0.2536, 1.0383], [0.1467, 1.9125, -0.1937], [1.9138, 3.3255, 0.7081], [2.8593, 2.0511, 1.2961], [-0.4046, -1.2828, -1.0096], [-1.4435, -0.9464, 0.0611], [-1.1232, -1.6183, 1.2835], [-0.3329, -0.2086, -2.0391], [0.6007, -1.5061, -0.5108], [-0.6640, -2.1511, -1.5526], [-1.4551, 0.1709, 0.1337], [-2.4245, -1.2682, -0.2906], [-1.7945, -1.5202, 2.0112], [-0.2428, -1.2114, 1.5598], [0.0132, 0.6715, -1.5551], [0.3824, -0.5674, -2.7458]],
  "nbo_charge": [-0.91, 0.87, -0.84, -0.80, 0.36, 0.36, -0.21, -0.23, -0.87, -0.89, 0.18, 0.15, 0.20, 0.15, 0.34, 0.40, 0.41, 0.32]
}

---

Entry 8:
{
  "formula": "C2H4N2S4",
  "method": "ωB97M-V/def2-TZVPD",
  "e_lumo_ev": [-1.88, -1.88],
  "homo_energy_ev": [-7.99, -7.99],
  "multiplicity": 1,
  "e_tot_ev": -48456.6536,
  "de_lowest_ev": 2.5414,
  "symbols": ["C", "C", "N", "N", "S", "S", "S", "S", "H", "H", "H", "H"],
  "positions_angstrom": [[4.3101, 0.0484, -0.2856], [-1.4999, -1.9836, 0.7569], [2.0903, -0.5635, -1.1393], [3.2405, -0.1139, -1.1422], [5.4207, 1.1147, -0.7635], [4.2226, -0.7265, 1.2349], [-0.4796, -1.7334, -0.7466], [1.3538, -1.3097, 0.0764], [-2.0983, -2.7958, 0.4525], [-2.0909, -1.0404, 0.7599], [-0.7857, -2.1726, 1.6491], [3.6437, 0.3158, -2.0056]],
  "nbo_charge": [-0.27, -0.72, -0.27, -0.27, -0.08, -0.18, 0.06, 0.58, 0.24, 0.24, 0.25, 0.42]
}